Entry from the Open Molecules 2025 dataset: C5H7NO as an isolated structure (ωB97M-V/def2-TZVPD).

Computed properties:
Net charge   0
Gap between HOMO and LUMO   8.961 eV
Strongest force on any atom   0.38 eV/A

Element x y z (Å)
O -1.060 1.880 0.185
C -0.267 0.890 0.798
C -0.943 -0.501 0.943
C -0.396 -1.202 -0.242
C 0.243 -0.242 -1.256
C 0.907 0.345 -0.009
N 0.858 -1.049 0.575
H -1.893 1.478 -0.092
H 0.059 1.273 1.773
H 0.811 -1.182 1.592
H -0.733 -2.208 -0.488
H -0.416 0.421 -1.819
H 0.956 -0.753 -1.909
H 1.873 0.851 -0.052

Entry from the Open Molecules 2025 dataset: C5H7NO as an isolated structure (ωB97M-V/def2-TZVPD).

Computed properties:
Net charge   0
Gap between HOMO and LUMO   10.252 eV
Strongest force on any atom   0.40 eV/A

Element x y z (Å)
O -0.756 0.234 -2.036
C -1.040 -0.309 -0.874
C 0.492 -1.135 -0.231
C 1.111 -0.103 0.656
C 0.417 1.238 0.458
C -0.867 0.394 0.469
N -0.119 -0.775 1.090
H 0.210 -0.442 -1.426
H -1.783 -1.126 -0.815
H 0.907 -2.140 -0.318
H 2.069 -0.290 1.135
H 0.628 1.835 -0.434
H 0.497 1.849 1.360
H -1.765 0.769 0.967

Entry from the Open Molecules 2025 dataset: C5H7NO in the gas phase (ωB97M-V/def2-TZVPD).

Computed properties:
Net charge   0
Gap between HOMO and LUMO   9.202 eV
Strongest force on any atom   0.45 eV/A

Element x y z (Å)
C -1.700 -1.063 0.224
C -0.288 -0.609 0.199
C 0.329 0.517 -0.162
N -0.205 1.690 -0.694
C 1.801 0.257 -0.032
C 1.923 -1.127 0.583
O 0.684 -1.566 0.627
H -2.378 -0.208 0.125
H -1.918 -1.761 -0.593
H -1.926 -1.569 1.168
H 0.231 2.527 -0.328
H -1.211 1.754 -0.592
H 2.393 1.010 0.501
H 2.267 0.150 -1.025

Entry from the Open Molecules 2025 dataset: C5H7NO in the gas phase (ωB97M-V/def2-TZVPD).

Computed properties:
Net charge   0
Gap between HOMO and LUMO   10.116 eV
Strongest force on any atom   0.48 eV/A

Element x y z (Å)
C -1.572 0.615 -0.591
N -0.687 1.486 -0.359
C 0.613 1.047 0.085
C 0.603 0.261 1.389
C 0.864 -0.429 0.083
C -0.127 -1.228 -0.722
O -1.458 -0.737 -0.582
H -2.601 0.900 -0.814
H 1.400 1.753 -0.167
H -0.364 0.251 1.883
H 1.436 0.244 2.090
H 1.898 -0.738 -0.050
H -0.174 -2.290 -0.468
H 0.169 -1.135 -1.777

no.,highest occupied orbital energy (eV)
1,-8.417
2,-9.416
3,-8.423
4,-9.143